[1]
Entry from OMol25: a 2-piece molecular cluster, C2H5ClS overall in a non-equilibrium geometry (ωB97M-V/def2-TZVPD).

```
9
Properties=species:S:1:pos:R:3
C -0.780 0.788 -0.286
C -0.535 -0.472 0.396
S -1.049 -1.919 -0.128
Cl 2.752 -0.816 -0.306
H 0.247 1.257 -0.592
H -1.404 0.577 -1.149
H -1.134 1.513 0.276
H 0.027 -0.430 1.261
H 1.877 -0.499 0.527
```

Its HOMO-LUMO gap is 8.6 eV. For the energy above the lowest of the compared OMol25 structures with the same formula, charge and spin, the calculation gives 16.4 kcal per mole. The HOMO energy comes out at -9.0 eV. Its net charge is 0. The calculation puts the lowest unoccupied orbital energy at -0.38 eV. The energy is -937.53214 Eh.

[2]
Entry from OMol25: C2H5CrO2 as an isolated structure in a non-equilibrium geometry (ωB97M-V/def2-TZVPD).

```
10
Properties=species:S:1:pos:R:3
C 0.679 -0.686 0.370
C -0.115 0.610 0.470
O -0.439 1.067 -0.795
Cr -1.836 1.572 -1.785
H 1.674 -0.471 -0.063
H 0.817 -1.141 1.362
H 0.501 1.347 1.025
H -1.011 0.422 1.097
O -0.011 -1.613 -0.448
H -0.260 -1.107 -1.234
```

As for the expectation value of S²: 8.76. Its HOMO-LUMO gap (spin up / spin down) is 7.3 / 9.5 eV. The HOMO energy (spin up / spin down) comes out at -7.7 / -9.5 eV. Its net charge is 0. The calculation puts the lowest unoccupied orbital energy (spin up / spin down) at -0.38 / -0.06 eV. As for the multiplicity: 6. The energy is -1274.06000 Eh.

[3]
Entry from OMol25: C2H5DyLiO2 as an isolated structure in a non-equilibrium geometry (ωB97M-V/def2-TZVPD).

```
11
Properties=species:S:1:pos:R:3
O -0.475 0.207 0.970
C -1.733 -0.167 1.237
C -2.219 -0.725 2.350
Li 0.259 -0.051 -0.709
Dy 0.722 1.252 2.705
H -2.449 -0.507 0.421
H -3.332 -0.519 2.277
H -1.596 -0.939 3.222
H 1.875 -1.631 -2.119
O 1.759 -0.718 -1.836
H 2.394 -0.171 -2.306
```

As for the expectation value of S²: 12.02. Its HOMO-LUMO gap (spin up / spin down) is 7.8 / 6.4 eV. The HOMO energy (spin up / spin down) comes out at -16.1 / -16.1 eV. Its net charge is +2. The calculation puts the lowest unoccupied orbital energy (spin up / spin down) at -8.28 / -9.65 eV. As for the multiplicity: 7. The energy is -1121.66388 Eh.

[4]
Entry from OMol25: C2H5FIP as an isolated structure in a non-equilibrium geometry (ωB97M-V/def2-TZVPD).

```
10
Properties=species:S:1:pos:R:3
C 0.337 1.126 -0.497
C -0.438 -0.028 0.191
F -0.354 0.036 1.674
P 0.220 -1.650 -0.311
I -2.513 0.150 -0.169
H 1.380 1.263 -0.028
H 0.509 0.679 -1.429
H -0.298 2.037 -0.742
H -0.239 -2.400 0.752
H 1.395 -1.212 0.558
```

Its HOMO-LUMO gap is 10.2 eV. For the energy above the lowest of the compared OMol25 structures with the same formula, charge and spin, the calculation gives 49.1 kcal per mole. The HOMO energy comes out at -9.8 eV. Its net charge is 0. The calculation puts the lowest unoccupied orbital energy at 0.40 eV. The energy is -818.05867 Eh.

[5]
Entry from OMol25: a 2-piece molecular cluster, C2H5FN2 overall in a non-equilibrium geometry (ωB97M-V/def2-TZVPD).

```
10
Properties=species:S:1:pos:R:3
C -0.718 -0.493 -1.475
C -1.611 0.864 0.011
N -0.877 1.908 0.493
N -2.969 0.331 0.009
F -2.904 -0.954 0.771
H -1.395 -1.234 -1.736
H -0.821 0.295 -2.286
H 0.245 -0.865 -1.250
H -3.932 0.375 0.317
H 0.183 1.947 0.712
```

Its HOMO-LUMO gap is 8.5 eV. For the energy above the lowest of the compared OMol25 structures with the same formula, charge and spin, the calculation gives 162.6 kcal per mole. The HOMO energy comes out at -8.9 eV. Its net charge is 0. The calculation puts the lowest unoccupied orbital energy at -0.37 eV. The energy is -288.30963 Eh.

[6]
Entry from OMol25: a 4-piece molecular cluster, C2H5FN2 overall in a non-equilibrium geometry (ωB97M-V/def2-TZVPD).

```
10
Properties=species:S:1:pos:R:3
C -0.489 -3.078 0.534
C -0.584 0.909 1.797
N 0.052 -2.992 1.542
N -1.131 0.234 0.902
F -1.314 0.859 -0.282
H -1.078 -3.305 -0.290
H -0.840 0.709 -3.821
H -0.228 1.902 1.746
H -1.599 0.278 -3.676
H -0.426 0.296 2.683
```

Its HOMO-LUMO gap is 12.3 eV. For the energy above the lowest of the compared OMol25 structures with the same formula, charge and spin, the calculation gives 96.4 kcal per mole. The HOMO energy comes out at -11.1 eV. Its net charge is 0. The calculation puts the lowest unoccupied orbital energy at 1.18 eV. The energy is -288.41507 Eh.

[7]
Entry from OMol25: C2H5FN2 in the gas phase in a non-equilibrium geometry (ωB97M-V/def2-TZVPD).

```
10
Properties=species:S:1:pos:R:3
C -0.955 -1.442 0.845
C 0.978 1.108 -0.410
N 0.089 -0.802 0.653
N 0.266 -0.120 -0.726
F -0.993 0.447 -1.146
H -1.166 -1.955 1.790
H -1.745 -1.519 0.061
H 0.843 1.729 -1.229
H 0.633 1.739 0.517
H 2.048 0.813 -0.356
```

As for the expectation value of S²: 2.01. Its HOMO-LUMO gap (spin up / spin down) is 6.6 / 7.9 eV. For the energy above the lowest of the compared OMol25 structures with the same formula, charge and spin, the calculation gives 71.0 kcal per mole. The HOMO energy (spin up / spin down) comes out at -5.5 / -10.9 eV. Its net charge is 0. The calculation puts the lowest unoccupied orbital energy (spin up / spin down) at 1.13 / -3.05 eV. As for the multiplicity: 3. The energy is -288.27241 Eh.

[8]
Entry from OMol25: a 2-piece molecular cluster, C2H5FN2O3 overall in a non-equilibrium geometry (ωB97M-V/def2-TZVPD).

```
13
Properties=species:S:1:pos:R:3
C 0.599 0.547 -1.135
C 0.689 0.244 0.137
N -2.675 0.619 0.225
N -3.463 -0.276 -0.258
O -2.578 -1.265 -0.700
O -4.640 -0.398 -0.458
O -0.261 -0.693 0.724
F -3.364 1.679 0.799
H 1.382 1.313 -1.451
H -0.129 0.198 -1.818
H -1.645 -1.274 -0.105
H 1.493 0.639 0.741
H -0.502 -0.247 1.638
```

Its HOMO-LUMO gap is 10.6 eV. For the energy above the lowest of the compared OMol25 structures with the same formula, charge and spin, the calculation gives 86.3 kcal per mole. The HOMO energy comes out at -10.2 eV. Its net charge is 0. The calculation puts the lowest unoccupied orbital energy at 0.36 eV. The energy is -514.04716 Eh.

[9]
Entry from OMol25: C2H5FN2S2 in the gas phase in a non-equilibrium geometry (ωB97M-V/def2-TZVPD).

```
12
Properties=species:S:1:pos:R:3
C 0.329 0.172 -0.192
C 0.545 1.646 -0.450
H -1.398 -2.115 1.533
H -1.706 0.397 -0.166
H 0.756 2.273 0.421
H 1.387 1.694 -1.140
H 0.146 -2.423 -0.345
N -0.981 -0.271 0.146
N 1.380 -0.517 -0.384
F -0.587 2.178 -1.028
S -1.347 -0.845 1.739
S 1.475 -2.188 -0.133
```

Its HOMO-LUMO gap is 9.3 eV. For the energy above the lowest of the compared OMol25 structures with the same formula, charge and spin, the calculation gives 5.9 kcal per mole. The HOMO energy comes out at -8.8 eV. Its net charge is 0. The calculation puts the lowest unoccupied orbital energy at 0.45 eV. The energy is -1084.90283 Eh.

[10]
Entry from OMol25: a 2-piece molecular cluster, C2H5FO2S overall in a non-equilibrium geometry (ωB97M-V/def2-TZVPD).

```
11
Properties=species:S:1:pos:R:3
C 2.880 -0.373 -0.570
C 1.679 -0.251 0.057
O -2.153 1.277 0.154
O -2.954 -0.617 1.413
F -3.509 -0.563 -0.981
S -2.262 -0.383 0.188
H -2.677 1.754 0.877
H 2.926 0.260 -1.476
H 3.699 -1.021 -0.316
H 1.139 0.661 -0.282
H 1.230 -0.744 0.938
```

Its HOMO-LUMO gap is 10.6 eV. For the energy above the lowest of the compared OMol25 structures with the same formula, charge and spin, the calculation gives 16.7 kcal per mole. The HOMO energy comes out at -10.2 eV. Its net charge is 0. The calculation puts the lowest unoccupied orbital energy at 0.46 eV. The energy is -727.67024 Eh.

[11]
Entry from OMol25: a 2-piece molecular cluster, C2H5FOS overall in a non-equilibrium geometry (ωB97M-V/def2-TZVPD).

```
10
Properties=species:S:1:pos:R:3
C 2.076 -0.031 -0.329
C -2.354 0.352 0.270
O -0.216 -0.631 0.653
F -3.008 -0.292 -0.691
S 0.972 -1.403 0.004
H 3.057 -0.513 -0.658
H 2.120 0.537 0.704
H 1.641 0.552 -1.152
H -2.538 0.102 1.294
H -1.751 1.329 -0.095
```

Its HOMO-LUMO gap (spin up / spin down) is 9.7 / 6.4 eV. For the energy above the lowest of the compared OMol25 structures with the same formula, charge and spin, the calculation gives 73.3 kcal per mole. The HOMO energy (spin up / spin down) comes out at -8.8 / -7.4 eV. Its net charge is 0. The calculation puts the lowest unoccupied orbital energy (spin up / spin down) at 0.83 / -0.99 eV. The energy is -652.34016 Eh.

[12]
Entry from OMol25: C2H5FSi in the gas phase in a non-equilibrium geometry (ωB97M-V/def2-TZVPD).

```
9
Properties=species:S:1:pos:R:3
C 1.511 -0.163 0.242
C 0.573 0.529 -0.368
F 2.822 -0.061 -0.060
Si -1.466 0.001 -0.067
H 1.417 -1.013 0.819
H 0.962 1.384 -0.995
H -1.663 -0.468 1.321
H -1.743 -1.189 -0.941
H -2.414 0.981 0.050
```

Its HOMO-LUMO gap is 11.1 eV. For the energy above the lowest of the compared OMol25 structures with the same formula, charge and spin, the calculation gives 60.4 kcal per mole. The HOMO energy comes out at -10.0 eV. Its net charge is 0. The calculation puts the lowest unoccupied orbital energy at 1.06 eV. The energy is -468.47413 Eh.